Record 1
{
  "formula": "C18H13ClN2O3S3",
  "method": "the ωB97M-V functional and the def2-TZVPD basis",
  "elements": ["C", "C", "C", "C", "C", "N", "C", "N", "C", "O", "C", "C", "C", "C", "C", "O", "H", "H", "H", "H", "H", "S", "C", "C", "O", "C", "C", "C", "C", "S", "Cl", "H", "H", "H", "H", "S", "H", "H", "H", "H"],
  "positions_angstrom": [[-5.75, -2.86, -0.09], [-4.50, -2.06, -0.04], [-4.21, -1.01, 0.77], [-2.91, -0.48, 0.55], [-2.23, -1.16, -0.46], [-0.99, -0.87, -0.87], [-0.41, 0.11, -0.27], [-0.96, 0.87, 0.71], [-2.27, 0.62, 1.20], [-2.72, 1.30, 2.10], [-0.24, 2.00, 1.28], [0.03, 3.05, 0.26], [1.14, 3.79, -0.01], [0.80, 4.65, -1.08], [-0.50, 4.36, -1.39], [-0.97, 3.40, -0.58], [-1.16, 4.75, -2.13], [1.43, 5.38, -1.55], [2.08, 3.73, 0.50], [-0.90, 2.38, 2.07], [0.71, 1.66, 1.71], [1.23, 0.52, -0.77], [1.68, -1.02, -1.64], [2.19, -1.99, -0.60], [1.50, -2.87, -0.14], [3.56, -1.76, -0.13], [4.19, -2.47, 0.86], [5.50, -2.05, 1.11], [5.87, -1.02, 0.29], [4.61, -0.54, -0.79], [7.38, -0.23, 0.27], [6.15, -2.49, 1.84], [3.70, -3.27, 1.39], [2.43, -0.75, -2.38], [0.77, -1.40, -2.10], [-3.18, -2.44, -1.12], [-4.87, -0.61, 1.51], [-6.46, -2.49, 0.65], [-5.54, -3.91, 0.12], [-6.20, -2.80, -1.08]],
  "nbo_charge": [-0.6397, -0.1629, -0.2193, -0.2484, 0.0603, -0.5291, 0.3342, -0.4280, 0.6690, -0.6093, -0.2848, 0.2540, -0.2899, -0.3138, 0.0938, -0.3996, 0.2063, 0.2301, 0.2294, 0.2793, 0.2332, 0.2774, -0.6285, 0.5345, -0.5184, -0.3399, -0.1630, -0.2806, -0.2427, 0.4681, 0.0687, 0.2391, 0.2482, 0.2398, 0.2938, 0.4265, 0.2362, 0.2284, 0.2241, 0.2234],
  "e_homo_ev": -7.98,
  "energy_ev": -73027.72707,
  "max_force_ev_per_a": 1.0,
  "charge": 0,
  "multiplicity": 1
}


Record 2
{
  "formula": "C18H13F9N5O8S3Y",
  "method": "the ωB97M-V functional and the def2-TZVPD basis",
  "elements": ["Y", "N", "C", "N", "C", "C", "S", "C", "C", "S", "C", "N", "N", "H", "H", "H", "H", "H", "H", "F", "C", "F", "F", "C", "O", "C", "F", "F", "F", "C", "F", "F", "F", "C", "S", "O", "O", "O", "H", "H", "H", "O", "C", "O", "C", "C", "C", "C", "C", "C", "N", "O", "O", "H", "H", "H", "H"],
  "positions_angstrom": [[-0.16, 0.81, 0.40], [3.30, -0.57, 1.12], [3.30, 0.69, 0.63], [2.22, 1.43, 0.49], [2.55, 2.69, 0.02], [3.86, 2.89, -0.25], [4.76, 1.47, 0.12], [1.47, 3.68, 0.02], [1.58, 5.02, -0.03], [0.04, 5.75, 0.23], [-0.67, 4.18, 0.42], [0.19, 3.19, 0.27], [-1.98, 4.02, 0.66], [2.50, -0.85, 1.66], [4.18, -1.03, 1.30], [4.34, 3.78, -0.63], [2.47, 5.62, -0.16], [-2.58, 4.81, 0.77], [-2.37, 3.09, 0.61], [-4.54, 2.14, -2.82], [-4.12, 1.79, -1.60], [-4.21, 2.88, -0.82], [-4.97, 0.89, -1.11], [-2.65, 1.24, -1.61], [-2.12, 1.28, -0.36], [-2.70, -0.21, -2.21], [-3.22, -1.06, -1.34], [-3.43, -0.26, -3.34], [-1.46, -0.62, -2.51], [-1.77, 2.14, -2.55], [-0.46, 1.93, -2.25], [-2.00, 3.44, -2.33], [-1.92, 1.90, -3.85], [-1.53, -0.93, 3.59], [-0.36, 0.33, 3.21], [0.15, 0.87, 4.43], [0.65, -0.31, 2.34], [-1.08, 1.30, 2.34], [-0.98, -1.76, 4.02], [-2.01, -1.23, 2.66], [-2.24, -0.51, 4.30], [0.86, -0.82, -0.68], [0.06, -1.69, -0.19], [-0.99, -1.33, 0.40], [0.44, -3.13, -0.26], [-0.49, -4.11, 0.02], [-0.12, -5.45, -0.03], [1.18, -5.80, -0.35], [2.09, -4.79, -0.61], [1.75, -3.46, -0.58], [3.50, -5.15, -0.92], [3.75, -6.33, -1.06], [4.33, -4.27, -0.86], [-1.50, -3.82, 0.28], [-0.85, -6.23, 0.18], [1.50, -6.83, -0.39], [2.47, -2.69, -0.80]],
  "nbo_charge": [2.0385, -0.7797, 0.3044, -0.6155, 0.1224, -0.4287, 0.4026, 0.1169, -0.4241, 0.3939, 0.3108, -0.6372, -0.7699, 0.4419, 0.4059, 0.2481, 0.2473, 0.4070, 0.4514, -0.3146, 0.9705, -0.3229, -0.3085, 0.0352, -0.8988, 0.9659, -0.2939, -0.3145, -0.3096, 0.9634, -0.3083, -0.3122, -0.3005, -0.8932, 2.4210, -0.9310, -1.0518, -1.0363, 0.2482, 0.2657, 0.2509, -0.7783, 0.7827, -0.7319, -0.1642, -0.1280, -0.2140, -0.1965, 0.0829, -0.1693, 0.5197, -0.3707, -0.3786, 0.2404, 0.2256, 0.2508, 0.2685],
  "e_homo_ev": -8.39,
  "energy_ev": -100720.63036,
  "max_force_ev_per_a": 1.1,
  "charge": 0,
  "multiplicity": 1
}


Record 3
{
  "formula": "C18H13N4OPdS2",
  "method": "the ωB97M-V functional and the def2-TZVPD basis",
  "elements": ["Pd", "O", "N", "C", "C", "C", "C", "C", "S", "H", "H", "H", "H", "S", "C", "N", "C", "C", "C", "C", "C", "C", "H", "H", "H", "H", "H", "N", "C", "C", "C", "C", "C", "N", "C", "H", "H", "H", "H"],
  "positions_angstrom": [[-0.30, -0.13, -0.43], [-0.65, -0.75, 1.88], [-0.42, -2.01, 1.97], [0.16, -2.47, 3.08], [0.39, -3.81, 3.33], [0.00, -4.74, 2.37], [-0.59, -4.27, 1.22], [-0.81, -2.91, 0.97], [-1.55, -2.38, -0.45], [0.43, -1.70, 3.79], [0.84, -4.10, 4.27], [0.16, -5.80, 2.53], [-0.92, -4.96, 0.46], [-2.02, 3.94, -2.48], [-0.86, 2.61, -2.22], [-1.13, 1.85, -1.21], [-2.25, 2.23, -0.55], [-2.78, 1.59, 0.59], [-3.92, 2.11, 1.15], [-4.55, 3.24, 0.62], [-4.04, 3.88, -0.50], [-2.89, 3.37, -1.08], [-0.02, 2.51, -2.88], [-2.25, 0.72, 0.97], [-4.36, 1.63, 2.02], [-5.44, 3.63, 1.09], [-4.52, 4.75, -0.92], [5.04, 3.30, -2.41], [4.53, 2.29, -2.13], [3.95, 1.08, -1.81], [4.67, -0.14, -2.00], [4.05, -1.32, -1.67], [2.75, -1.31, -1.16], [2.07, -0.16, -0.95], [2.65, 0.97, -1.27], [5.68, -0.12, -2.39], [4.57, -2.27, -1.81], [2.25, -2.23, -0.90], [2.08, 1.88, -1.09]],
  "mulliken_spin": [-0.0014, -0.0005, -0.0001, 0.0009, -0.0056, -0.0006, 0.0009, 0.0055, 0.0008, 0.0009, 0.0004, 0.0005, -0.0006, -0.0003, -0.0027, 0.0004, -0.0007, -0.0005, 0.0000, 0.0000, 0.0000, 0.0003, 0.0019, 0.0003, 0.0000, 0.0000, 0.0000, 0.1668, 0.0256, 0.1356, 0.3015, -0.1422, 0.3542, 0.0248, 0.0366, 0.0543, -0.0076, 0.0481, 0.0027],
  "e_homo_ev": [1.55, 0.50],
  "energy_ev": -52031.90681,
  "max_force_ev_per_a": 2.1,
  "charge": -2,
  "multiplicity": 2
}


Record 4
{
  "formula": "C18H14AgAsF6P",
  "method": "the ωB97M-V functional and the def2-TZVPD basis",
  "elements": ["Ag", "C", "C", "C", "C", "C", "C", "P", "C", "C", "C", "C", "C", "C", "C", "C", "C", "C", "C", "C", "H", "H", "H", "H", "H", "H", "H", "H", "H", "H", "H", "H", "H", "H", "F", "As", "F", "F", "F", "F", "F"],
  "positions_angstrom": [[0.11, -1.51, 1.80], [-0.40, -1.83, -4.57], [0.82, -1.89, -3.91], [0.94, -1.40, -2.62], [-0.16, -0.84, -1.98], [-1.39, -0.78, -2.64], [-1.50, -1.27, -3.93], [-0.03, -0.25, -0.28], [-1.02, 1.26, -0.18], [-1.84, 1.45, 0.93], [-2.59, 2.61, 1.05], [-2.52, 3.58, 0.05], [-1.71, 3.39, -1.06], [-0.96, 2.23, -1.18], [1.70, 0.14, 0.07], [2.65, 0.96, -0.54], [3.89, 1.06, 0.05], [4.20, 0.36, 1.22], [3.26, -0.46, 1.83], [2.01, -0.55, 1.23], [-0.49, -2.21, -5.58], [1.68, -2.33, -4.40], [1.89, -1.46, -2.11], [-2.25, -0.35, -2.15], [-2.46, -1.22, -4.44], [-1.89, 0.69, 1.70], [-3.22, 2.76, 1.91], [-3.11, 4.48, 0.14], [-1.66, 4.15, -1.83], [-0.34, 2.08, -2.05], [2.41, 1.50, -1.45], [4.65, 1.69, -0.40], [5.18, 0.46, 1.66], [3.50, -1.00, 2.74], [-2.07, -2.11, 2.86], [-1.37, -2.22, 4.48], [-0.64, -0.66, 4.15], [0.07, -2.91, 3.65], [-2.01, -3.80, 4.64], [-0.56, -2.31, 5.98], [-2.76, -1.48, 5.16]],
  "mulliken_spin": [0.2483, 0.0157, -0.0092, 0.0131, 0.0130, 0.0168, -0.0065, 0.1852, 0.0057, 0.0044, 0.0027, -0.0008, 0.0024, -0.0066, -0.1626, 0.0333, -0.0207, 0.0263, -0.1181, 0.7277, 0.0010, -0.0002, 0.0045, 0.0006, -0.0002, 0.0000, 0.0000, 0.0000, 0.0001, 0.0004, 0.0035, 0.0008, -0.0015, 0.0085, 0.0036, 0.0001, 0.0010, 0.0077, 0.0002, 0.0000, 0.0001],
  "e_homo_ev": [-8.65, -9.64],
  "energy_ev": -109326.58902,
  "max_force_ev_per_a": 0.2,
  "charge": 0,
  "multiplicity": 2
}


Record 5
{
  "formula": "C18H14AsIN3O8PtS3",
  "method": "the ωB97M-V functional and the def2-TZVPD basis",
  "elements": ["Pt", "S", "C", "C", "C", "C", "N", "C", "C", "C", "S", "C", "N", "H", "H", "O", "As", "O", "O", "C", "C", "C", "C", "C", "C", "S", "O", "O", "O", "H", "H", "H", "H", "H", "N", "C", "O", "C", "I", "H", "H", "H", "H", "C", "C", "O", "H", "H", "H"],
  "positions_angstrom": [[0.14, 0.53, -0.18], [-0.19, 0.38, 2.05], [-1.17, 1.79, 2.40], [-1.95, 1.84, 3.55], [-2.64, 3.00, 3.87], [-3.44, 3.03, 5.06], [-4.09, 3.05, 6.01], [-2.56, 4.12, 3.03], [-1.81, 4.05, 1.86], [-1.12, 2.88, 1.54], [-0.17, 2.80, 0.07], [-3.25, 5.33, 3.35], [-3.80, 6.31, 3.60], [-2.02, 0.98, 4.20], [-1.77, 4.90, 1.20], [1.97, 2.45, -2.13], [3.19, 1.81, -0.97], [3.73, 0.52, -2.26], [2.33, 0.81, 0.08], [4.03, -0.71, -1.83], [5.38, -1.08, -1.72], [5.76, -2.31, -1.23], [4.79, -3.23, -0.82], [3.46, -2.90, -0.95], [3.07, -1.66, -1.46], [1.32, -1.52, -1.67], [0.95, -2.68, -2.44], [0.92, -0.22, -2.26], [0.71, -1.52, -0.30], [1.63, 1.68, -2.62], [6.11, -0.34, -2.02], [6.81, -2.55, -1.15], [5.08, -4.19, -0.42], [2.70, -3.62, -0.67], [-1.42, -3.98, -1.24], [-2.14, -2.86, -1.02], [-2.06, -1.86, -1.71], [-3.06, -2.87, 0.19], [-4.68, -4.25, -0.04], [-0.62, -3.87, -1.85], [-1.40, -4.70, -0.55], [-3.49, -1.88, 0.31], [-2.54, -3.17, 1.09], [-1.99, 1.08, -2.09], [-1.85, 0.68, -0.64], [-2.74, 0.46, 0.11], [-3.04, 1.31, -2.28], [-1.69, 0.22, -2.69], [-1.36, 1.93, -2.34]],
  "nbo_charge": [0.9938, 0.0957, -0.0813, -0.1894, -0.1612, 0.2970, -0.3207, -0.1511, -0.1610, -0.2256, 0.0413, 0.2850, -0.3148, 0.2300, 0.2328, -1.0753, 1.6908, -0.8134, -1.2494, 0.3624, -0.2705, -0.1846, -0.2778, -0.0977, -0.4253, 2.4167, -0.9622, -1.0029, -0.9703, 0.5006, 0.2195, 0.2059, 0.2081, 0.2150, -0.8243, 0.6591, -0.6235, -0.6012, 0.0609, 0.4376, 0.3850, 0.2679, 0.2350, -0.7661, 0.5455, -0.5831, 0.2293, 0.2791, 0.2387],
  "e_homo_ev": -5.72,
  "energy_ev": -144439.65960,
  "max_force_ev_per_a": 1.1,
  "charge": -1,
  "multiplicity": 1
}


Record 6
{
  "formula": "C18H14BCl4N3O11W",
  "method": "the ωB97M-V functional and the def2-TZVPD basis",
  "elements": ["W", "Cl", "C", "C", "Cl", "C", "Cl", "C", "O", "C", "O", "C", "Cl", "O", "N", "O", "C", "C", "C", "C", "O", "C", "C", "N", "O", "O", "N", "O", "O", "H", "H", "C", "C", "C", "O", "B", "O", "C", "C", "C", "H", "H", "H", "H", "H", "H", "H", "H", "H", "H", "H", "H"],
  "positions_angstrom": [[0.47, -0.56, 0.58], [4.77, -3.82, -3.89], [3.59, -3.42, -2.74], [2.99, -4.43, -1.97], [3.44, -6.05, -2.18], [2.01, -4.11, -1.01], [1.26, -5.29, -0.05], [1.67, -2.78, -0.88], [0.79, -2.30, 0.05], [2.28, -1.79, -1.63], [1.84, -0.49, -1.29], [3.24, -2.06, -2.57], [3.95, -0.80, -3.47], [-0.38, 1.92, 7.59], [0.35, 2.13, 6.65], [1.30, 2.87, 6.60], [0.02, 1.40, 5.39], [0.83, 1.59, 4.29], [0.51, 0.91, 3.13], [-0.60, 0.04, 3.08], [-0.78, -0.65, 1.92], [-1.38, -0.14, 4.22], [-1.08, 0.55, 5.38], [-2.56, -1.04, 4.21], [-3.34, -0.91, 5.11], [-2.63, -1.82, 3.29], [1.41, 1.03, 2.02], [1.90, -0.37, 1.71], [0.74, 1.32, 0.77], [1.69, 2.24, 4.34], [-1.69, 0.43, 6.26], [-1.10, 1.70, -4.43], [-0.60, 1.57, -3.01], [-0.29, 2.93, -2.41], [0.71, 0.86, -3.05], [0.77, 0.06, -2.03], [-0.42, -0.15, -1.29], [-1.52, 0.67, -2.10], [-2.28, -0.41, -2.83], [-2.35, 1.39, -1.07], [-0.40, 2.31, -5.00], [-2.07, 2.20, -4.44], [-1.20, 0.73, -4.92], [0.43, 3.44, -3.04], [0.14, 2.85, -1.41], [-1.19, 3.54, -2.35], [-1.63, -1.00, -3.47], [-3.05, 0.05, -3.45], [-2.78, -1.06, -2.11], [-1.76, 2.06, -0.46], [-2.88, 0.67, -0.46], [-3.11, 1.99, -1.58]],
  "nbo_charge": [2.3908, 0.1711, -0.0461, -0.0789, 0.1562, -0.0780, 0.1522, 0.2338, -0.5290, 0.1893, -0.6886, -0.0880, 0.1393, -0.3087, 0.5275, -0.3238, 0.0531, -0.1315, 0.0488, 0.2705, -0.5214, 0.0178, -0.1091, 0.5326, -0.2883, -0.3521, 0.1658, -0.4110, -0.4985, 0.3002, 0.3160, -0.6401, 0.2327, -0.6460, -0.6545, 1.3234, -0.8100, 0.3865, -0.6761, -0.6898, 0.2577, 0.2432, 0.2356, 0.2603, 0.2148, 0.2453, 0.2365, 0.2700, 0.2440, 0.2386, 0.2402, 0.2762],
  "e_homo_ev": -15.13,
  "energy_ev": -98455.92557,
  "max_force_ev_per_a": 0.7,
  "charge": 2,
  "multiplicity": 1
}